Here is a structure of composition C4H5BrN2 from OMol25. Energies are from ωB97M-V/def2-TZVPD.

## Properties
E_LUMO	-0.64	eV
gap between HOMO and LUMO	8.4600	eV
E_HOMO	-9.10	eV
spin multiplicity	1
total energy	-77248.084	eV
F_max	4.625	eV Å⁻¹

Last column: Löwdin charge in e.
CARTESIAN COORDINATES (ANGSTROEM)
C  -0.212  -1.438  0.141  -0.142
C  -1.663  -1.224  0.186  -0.341
C  1.127  0.536  -0.178  -0.265
C  0.636  1.527  0.537  0.037
N  0.873  -0.792  -0.048  0.068
N  -2.120  -0.094  0.043  -0.390
Br  -3.981  0.016  -0.067  0.630
H  -0.099  -2.569  0.046  0.118
H  -2.182  -2.078  0.585  0.094
H  1.818  0.743  -0.923  0.081
H  -0.187  1.165  1.245  0.083
H  0.995  2.483  0.664  0.026